[1]
A single C2H5FSi molecule in a non-equilibrium geometry. Source: the Open Molecules 2025 dataset; level of theory: ωB97M-V/def2-TZVPD.

Output
E_LUMO = 1.15 eV
Energy relative to the best compared isomer or geometry (same formula, charge and spin) = 54.4 kcal per mole
Frontier orbital gap = 11.30 eV
Net charge = 0
HOMO level = -10.15 eV

```
9
C2H5FSi | the Open Molecules 2025 dataset | ωB97M-V/def2-TZVPD
F -2.090 -1.029 1.572
C -0.941 -0.667 0.998
C -0.817 -0.072 -0.189
Si 0.929 0.433 -0.754
H 0.029 -0.784 1.744
H -1.681 0.011 -0.747
H 1.506 0.110 -2.159
H 1.891 -0.084 0.315
H 1.174 2.082 -0.780
```


[2]
A molecular structure, C2H5HgO2 in a non-equilibrium geometry. Source: the Open Molecules 2025 dataset; level of theory: ωB97M-V/def2-TZVPD.

Output
E_LUMO = -7.65 eV
Energy relative to the best compared isomer or geometry (same formula, charge and spin) = 0.0 kcal per mole
Frontier orbital gap = 7.38 eV
Net charge = +1
HOMO level = -15.04 eV

```
10
C2H5HgO2 | the Open Molecules 2025 dataset | ωB97M-V/def2-TZVPD
O 0.228 -1.077 0.209
Hg -1.203 -1.292 -0.774
C 0.480 -0.646 1.606
O -1.054 1.143 -0.876
C -0.279 1.250 -1.804
H -0.277 -0.050 2.146
H 0.549 -1.582 2.194
H 1.443 -0.118 1.721
H -0.606 1.742 -2.744
H 0.720 0.629 -1.677
```


[3]
A molecular structure, C2H5HgO2 in a non-equilibrium geometry. Source: the Open Molecules 2025 dataset; level of theory: ωB97M-V/def2-TZVPD.

Output
E_LUMO (spin up / spin down) = -7.83 / -7.61 eV
Energy relative to the best compared isomer or geometry (same formula, charge and spin) = 35.5 kcal per mole
Frontier orbital gap (spin up / spin down) = 4.90 / 5.66 eV
Net charge = +1
HOMO level (spin up / spin down) = -12.72 / -13.27 eV

```
10
C2H5HgO2 | the Open Molecules 2025 dataset | ωB97M-V/def2-TZVPD
O -1.881 -1.560 0.749
Hg -0.159 -1.510 0.389
C -2.853 -5.184 0.300
O -1.760 -5.028 -0.717
C -1.432 -3.856 -1.098
H -2.456 -5.861 1.065
H -3.254 -4.254 0.721
H -3.674 -5.687 -0.224
H -0.505 -3.989 -1.700
H -2.657 -1.539 0.078
```


[4]
A molecular structure, C2H5I2NO2S in a non-equilibrium geometry. Source: the Open Molecules 2025 dataset; level of theory: ωB97M-V/def2-TZVPD.

Output
E_LUMO (spin up / spin down) = -1.96 / -1.24 eV
Frontier orbital gap (spin up / spin down) = 7.24 / 7.81 eV
Net charge = 0
HOMO level (spin up / spin down) = -9.19 / -9.05 eV

```
13
C2H5I2NO2S | the Open Molecules 2025 dataset | ωB97M-V/def2-TZVPD
C -1.290 -0.804 0.870
C 2.362 1.369 -1.265
N -0.870 -0.245 -0.360
O 0.966 2.319 0.808
O 2.240 0.221 1.166
S 1.424 1.047 0.314
I 4.282 1.937 -0.638
I -1.636 1.532 -0.841
H -1.254 -0.119 1.727
H -2.326 -1.153 0.779
H -0.650 -1.667 1.067
H 1.864 2.177 -1.787
H 2.395 0.445 -1.829
```


[5]
2 unconnected molecules or ions with the total composition C2H5IN2 in a non-equilibrium geometry. Source: the Open Molecules 2025 dataset; level of theory: ωB97M-V/def2-TZVPD.

Output
E_LUMO = 0.80 eV
Energy relative to the best compared isomer or geometry (same formula, charge and spin) = 47.3 kcal per mole
Frontier orbital gap = 9.25 eV
Net charge = 0
HOMO level = -8.45 eV

```
10
C2H5IN2 | the Open Molecules 2025 dataset | ωB97M-V/def2-TZVPD
C -1.207 1.217 -0.403
C -0.646 -0.058 0.104
N 0.669 -1.985 0.297
N -0.160 -1.095 0.318
I 2.580 0.798 0.324
H -0.287 1.905 -0.528
H -1.451 1.035 -1.449
H -2.080 1.633 0.236
H 1.966 -0.613 0.267
H 0.616 -2.837 0.834
```


[6]
2 unconnected molecules or ions with the total composition C2H5IN2O in a non-equilibrium geometry. Source: the Open Molecules 2025 dataset; level of theory: ωB97M-V/def2-TZVPD.

Output
E_LUMO = 0.15 eV
Energy relative to the best compared isomer or geometry (same formula, charge and spin) = 72.2 kcal per mole
Frontier orbital gap = 7.79 eV
Net charge = 0
HOMO level = -7.64 eV

```
11
C2H5IN2O | the Open Molecules 2025 dataset | ωB97M-V/def2-TZVPD
C 2.454 -1.364 0.255
C -1.310 -0.025 -0.472
N -1.366 2.129 0.452
N -0.779 1.109 -0.062
O 1.623 -0.578 -0.109
I -3.413 -0.253 -0.213
H 2.249 -2.368 0.567
H 3.552 -1.103 0.118
H -0.858 -0.732 -0.985
H -2.351 2.079 0.567
H 0.199 1.106 -0.116
```